Entry w
The following is a DFT calculation (ωB97M-V/def2-TZVPD) of 12 unconnected molecules or ions with the total composition F6H22O11P.

## Properties
Kohn-Sham gap = 10.6 eV
HOMO energy = -0.293 hartree
2S+1 = 1
E_LUMO = 2.7 eV
Net charge = -1

Cartesian coordinates (Å):
P1 -5.1023 5.6449 -4.0968
F1 -4.2728 5.9208 -5.4673
F2 -6.3548 6.4945 -4.7049
F3 -5.6467 4.1486 -4.5005
F4 -5.8943 5.3872 -2.6714
F5 -3.7590 5.0496 -3.4323
F6 -4.5895 7.0789 -3.4338
O1 -4.1304 2.8594 -2.0123
H1 -4.6533 3.6309 -2.2305
H2 -3.8267 2.5283 -2.8576
O2 -7.6678 3.3059 -2.1286
H3 -7.1144 4.0586 -2.3371
H4 -7.2668 2.9218 -1.3490
O3 -8.9068 5.0032 -4.3117
H5 -8.0491 4.6036 -4.1676
H6 -9.4055 4.7922 -3.5224
O4 -4.1353 1.3989 -5.2866
H7 -5.0718 1.3743 -5.4830
H8 -3.7596 1.9453 -5.9769
O5 -6.2764 4.4361 -8.1294
H9 -6.3110 4.7609 -7.2297
H10 -5.9866 3.5276 -8.0456
O6 -5.7396 9.9580 -2.9410
H11 -5.4220 9.0564 -2.9916
H12 -5.0026 10.4522 -2.5822
O7 -6.8539 1.7562 -5.9529
H13 -7.5986 1.5229 -6.5070
H14 -7.1190 2.5702 -5.5247
O8 -2.9440 8.4434 -6.5718
H15 -3.6142 8.1187 -5.9704
H16 -2.1518 7.9636 -6.3301
O9 -3.0896 3.3584 -6.6635
H17 -3.4268 4.2420 -6.8112
H18 -2.4057 3.4698 -6.0032
O10 -6.9387 9.2309 -5.4593
H19 -7.1345 8.3933 -5.0394
H20 -6.4293 9.7127 -4.8076
O11 -2.5586 7.0267 -1.5954
H21 -3.2697 6.6149 -2.0864
H22 -1.7837 6.5101 -1.8164

Entry x
The following is a DFT calculation (ωB97M-V/def2-TZVPD) of 12 unconnected molecules or ions with the total composition F6H22O11P.

## Properties
Kohn-Sham gap = 8.7 eV
HOMO energy = -0.240 hartree
2S+1 = 1
E_LUMO = 2.2 eV
Net charge = -1

Cartesian coordinates (Å):
P1 0.2037 0.1050 -0.1089
F1 1.0156 1.3288 0.5414
F2 1.4573 -0.1655 -1.1186
F3 0.8624 -0.9073 1.0068
F4 -0.4962 -1.2707 -0.6825
F5 -0.9639 0.5118 1.0360
F6 -0.5437 0.8311 -1.3687
O1 -2.5943 2.4008 1.2167
H1 -2.4912 1.4497 1.2498
H2 -1.6998 2.7403 1.2467
O2 -0.6567 -2.4301 1.2235
H3 -0.8201 -3.1185 0.5788
H4 -0.3736 -1.6774 0.7044
O3 -2.6700 -0.2999 0.5667
H5 -2.7844 -1.1396 1.0118
H6 -1.7257 -0.2292 0.4270
O4 -1.4681 2.5556 -1.2445
H7 -1.5776 2.4401 -2.1884
H8 -1.5473 1.6725 -0.8839
O5 0.0757 3.0930 1.1535
H9 0.2535 2.9050 2.0750
H10 0.1330 2.2418 0.7195
O6 -2.2654 0.1577 -2.4833
H11 -1.6448 -0.3265 -1.9387
H12 -3.1151 -0.2375 -2.2882
O7 -0.4285 -3.2152 -0.7655
H13 -0.7813 -4.0926 -0.9135
H14 -1.0106 -2.6362 -1.2576
O8 1.7279 -2.2483 -0.4255
H15 1.1378 -2.2401 0.3281
H16 1.2919 -1.6999 -1.0777
O9 3.1937 -1.2029 -2.1081
H17 2.6603 -0.7257 -2.7437
H18 2.5663 -1.5204 -1.4586
O10 3.2455 2.5263 1.3358
H19 2.5733 1.8448 1.3280
H20 4.0228 2.1008 0.9740
O11 2.0204 0.4354 2.1440
H21 1.7615 -0.0420 1.3558
H22 1.4559 0.0851 2.8331

Relative energies, in hartree, with the most stable structure set to zero: entry w 0.0000; entry x 0.6215.

Entry w
The following is a DFT calculation (ωB97M-V/def2-TZVPD) of a gas-phase ion, C4H11N2O (charge -2).

## Properties
Expectation value of S² = 0.7507
Kohn-Sham gap (alpha / beta) = 3.0 / 7.2 eV
HOMO energy (alpha / beta) = 0.154 / -0.002 hartree
2S+1 = 2
E_LUMO (alpha / beta) = 7.2 / 7.2 eV
Net charge = -2

Cartesian coordinates (Å):
C1 -1.0328 -0.1569 1.4223
O1 -1.5825 -1.3035 2.0501
C2 -0.4301 -0.5939 -0.0175
C3 0.6186 0.2404 -0.6129
C4 0.3176 1.5445 -1.3223
N1 1.6551 2.0020 -1.7734
N2 0.1200 -1.9790 0.2740
H1 -1.6686 0.7915 1.2133
H2 -0.1694 0.1235 2.0350
H3 -1.3485 -0.7860 -0.6348
H4 1.0562 -0.4148 -1.4219
H5 1.3917 0.2739 0.2267
H6 -0.2954 2.2833 -0.6634
H7 -0.2069 1.3003 -2.2254
H8 2.3522 1.6169 -1.2290
H9 1.8172 3.0059 -1.7285
H10 -0.5681 -2.3048 0.9415
H11 1.0334 -1.8276 0.7640

Entry x
The following is a DFT calculation (ωB97M-V/def2-TZVPD) of 2 unconnected molecules or ions with the total composition C4H11N2O.

## Properties
Expectation value of S² = 0.7596
Kohn-Sham gap (alpha / beta) = 5.6 / 5.1 eV
HOMO energy (alpha / beta) = 0.056 / 0.078 hartree
2S+1 = 2
E_LUMO (alpha / beta) = 7.1 / 7.2 eV
Net charge = -2

Cartesian coordinates (Å):
C1 -0.3685 -0.9861 -0.2950
N1 -0.9911 0.2860 -0.9185
C2 0.9250 -1.4828 -1.0486
C3 1.9792 -0.3901 -1.2065
N2 1.0061 -2.4399 -0.0438
C4 -1.4391 1.4810 2.2119
O1 -1.3740 2.2580 1.0508
H1 -1.1808 -1.7249 -0.2076
H2 -0.0471 -0.5101 0.6212
H3 -0.3556 0.6868 -1.6225
H4 -1.0389 1.1101 -0.2405
H5 0.5737 -1.8514 -2.0546
H6 2.9964 -0.7664 -1.3937
H7 1.9332 0.3055 -0.3682
H8 1.8323 0.2007 -2.1111
H9 -1.2436 2.1714 3.0985
H10 -0.7525 0.6480 2.0506
H11 -2.4546 1.0041 2.4777

Relative energies, in hartree, with the most stable structure set to zero: entry w 0.0000; entry x 0.0774.

Entry w
The following is a DFT calculation (ωB97M-V/def2-TZVPD) of a molecular structure, C29H36Br2N4O2ReSi.

## Properties
Expectation value of S² = 0.8340
Kohn-Sham gap (alpha / beta) = 6.5 / 6.4 eV
HOMO energy (alpha / beta) = -0.459 / -0.459 hartree
2S+1 = 2
E_LUMO (alpha / beta) = -6.0 / -6.1 eV
Net charge = +2

Cartesian coordinates (Å):
Re1 0.3880 -0.3427 -0.0526
O1 2.2565 2.2467 -4.6366
C1 2.6006 3.0266 -3.5542
C2 2.9963 4.3392 -3.7755
C3 3.2994 5.1602 -2.7047
C4 3.2269 4.6764 -1.4089
C5 2.8221 3.3734 -1.1820
C6 2.4895 2.5503 -2.2442
C7 1.9256 1.1571 -1.9893
O2 1.9861 0.7389 -0.7023
N1 0.5330 1.1810 -2.4545
N2 -0.3133 0.3525 -1.8476
C8 -1.4585 0.0724 -2.4169
C9 -2.4565 -0.7254 -1.8157
Br1 -1.9865 -1.2763 0.0014
C10 -3.6549 -1.1483 -2.2823
C11 -4.1919 -0.9562 -3.6053
C12 -5.5846 -0.8433 -3.7371
C13 -6.1538 -0.6222 -4.9729
C14 -5.3503 -0.5157 -6.0997
C15 -3.9747 -0.6717 -5.9906
C16 -3.3970 -0.8972 -4.7577
H1 2.7405 1.4118 -4.6307
H2 3.0671 4.7012 -4.7892
H3 3.6040 6.1787 -2.8909
H4 3.4757 5.3201 -0.5801
H5 2.7442 2.9609 -0.1865
H6 2.4802 0.4369 -2.6390
H7 0.3551 1.4801 -3.4102
H8 -1.6910 0.5060 -3.3852
H9 -4.2942 -1.6694 -1.5816
H10 -6.2017 -0.9076 -2.8533
H11 -7.2238 -0.5187 -5.0602
H12 -5.7986 -0.3344 -7.0639
H13 -3.3528 -0.6159 -6.8723
H14 -2.3378 -1.0963 -4.6897
N3 -2.2223 1.1140 5.3685
C17 -2.0107 1.7301 4.0248
C18 -1.1875 0.8002 3.1071
N4 -0.9085 1.3734 1.8079
H15 -2.7685 1.7377 5.9821
H16 -1.3181 0.9290 5.8272
H17 -2.7251 0.2193 5.2782
H18 -1.4831 2.6770 4.1516
H19 -2.9894 1.9267 3.5799
H20 -1.7409 -0.1308 2.9542
H21 -0.2310 0.5685 3.5808
H22 -0.2984 2.1829 1.8619
H23 -1.7643 1.6463 1.3350
Br2 -2.2932 -6.5230 3.7549
C19 -1.2556 -5.0764 3.0781
C20 -0.8141 -5.0954 1.7619
C21 -0.1120 -4.0165 1.2648
C22 0.1594 -2.9091 2.0738
C23 -0.2628 -2.9213 3.4061
C24 -0.9688 -3.9965 3.9044
H24 -1.0224 -5.9504 1.1399
H25 0.2624 -4.0311 0.2521
H26 -0.0232 -2.0815 4.0422
H27 -1.2882 -4.0258 4.9348
C25 3.6740 -1.8754 3.5623
Si1 3.5614 -0.5767 2.1613
C26 3.6590 1.1899 2.8721
C27 4.7991 -0.7694 0.7367
C28 1.7840 -0.9016 1.5505
C29 0.8568 -1.7645 1.5622
H28 4.6513 -1.8613 4.0359
H29 3.5101 -2.8824 3.1874
H30 2.9349 -1.6942 4.3385
H31 4.6261 1.3292 3.3460
H32 2.8975 1.3987 3.6175
H33 3.5754 1.9316 2.0841
H34 5.8197 -0.7008 1.1053
H35 4.6524 0.0217 0.0056
H36 4.6960 -1.7212 0.2244

Entry x
The following is a DFT calculation (ωB97M-V/def2-TZVPD) of a molecular structure, C29H36Br2N4O2ReSi.

## Properties
Expectation value of S² = 0.8049
Kohn-Sham gap (alpha / beta) = 6.5 / 6.4 eV
HOMO energy (alpha / beta) = -0.458 / -0.456 hartree
2S+1 = 2
E_LUMO (alpha / beta) = -5.9 / -6.0 eV
Net charge = +2

Cartesian coordinates (Å):
Re1 0.4008 -0.0992 -0.2754
O1 2.8800 4.5871 1.4320
C1 2.9915 3.6629 2.4546
C2 3.3380 4.1091 3.7192
C3 3.3956 3.2128 4.7747
C4 3.1158 1.8695 4.5704
C5 2.7516 1.4289 3.3082
C6 2.6760 2.3220 2.2497
C7 2.1765 1.8731 0.8900
O2 1.9976 0.5107 0.7787
N1 0.9014 2.5662 0.6427
N2 0.0239 1.9207 -0.1413
C8 -0.9504 2.5819 -0.7074
C9 -1.9700 1.9625 -1.4827
Br1 -1.8292 0.0173 -1.5088
C10 -2.9952 2.4953 -2.1716
C11 -3.2659 3.9066 -2.3902
C12 -4.6037 4.3050 -2.5105
C13 -4.9254 5.6371 -2.6862
C14 -3.9190 6.5910 -2.7619
C15 -2.5873 6.2040 -2.6898
C16 -2.2593 4.8727 -2.5103
H1 3.4258 4.3312 0.6798
H2 3.5667 5.1570 3.8616
H3 3.6708 3.5696 5.7580
H4 3.1758 1.1727 5.3957
H5 2.5212 0.3894 3.1119
H6 2.8936 2.2099 0.1207
H7 0.8956 3.5781 0.6758
H8 -1.0240 3.6533 -0.5540
H9 -3.7153 1.8008 -2.5927
H10 -5.3854 3.5578 -2.4446
H11 -5.9620 5.9353 -2.7645
H12 -4.1729 7.6330 -2.9013
H13 -1.8033 6.9433 -2.7829
H14 -1.2203 4.5695 -2.5344
N3 -3.3000 -4.4268 1.9527
C17 -2.8990 -3.0105 2.2646
C18 -1.8394 -2.5088 1.2711
N4 -1.3734 -1.1638 1.5588
H15 -4.0035 -4.7692 2.6097
H16 -2.4949 -5.0538 2.0064
H17 -3.6868 -4.4963 1.0095
H18 -2.5073 -2.9862 3.2803
H19 -3.7947 -2.3934 2.2170
H20 -2.2571 -2.5196 0.2594
H21 -0.9721 -3.1746 1.2892
H22 -0.8615 -1.1061 2.4322
H23 -2.1365 -0.4946 1.5870
Br2 -2.3964 -4.9492 -5.6325
C19 -1.4179 -4.0774 -4.2660
C20 -0.7633 -2.8850 -4.5386
C21 -0.0833 -2.2339 -3.5248
C22 -0.0454 -2.7691 -2.2365
C23 -0.6857 -3.9862 -1.9888
C24 -1.3721 -4.6382 -2.9977
H24 -0.7877 -2.4738 -5.5383
H25 0.4454 -1.3111 -3.7288
H26 -0.6195 -4.4257 -1.0002
H27 -1.8542 -5.5906 -2.8222
C25 3.0508 -4.4561 -0.3071
Si1 3.0409 -2.7644 0.5255
C26 2.8096 -2.9324 2.3868
C27 4.5154 -1.6740 0.1524
C28 1.4731 -1.9976 -0.2088
C29 0.6424 -2.0858 -1.1619
H28 3.9229 -5.0406 -0.0073
H29 3.0745 -4.3620 -1.3945
H30 2.1609 -5.0310 -0.0422
H31 3.6529 -3.4865 2.8047
H32 1.8970 -3.4680 2.6569
H33 2.7909 -1.9516 2.8662
H34 5.4373 -2.1599 0.4770
H35 4.4204 -0.7285 0.6881
H36 4.6079 -1.4558 -0.9124

Relative energies, in hartree, with the most stable structure set to zero: entry w 0.0138; entry x 0.0000.

Entry w
The following is a DFT calculation (ωB97M-V/def2-TZVPD) of a molecular structure, C9H12NO2.

## Properties
Kohn-Sham gap = 9.1 eV
HOMO energy = -0.491 hartree
2S+1 = 1
E_LUMO = -4.3 eV
Net charge = +1

Cartesian coordinates (Å):
C1 3.0560 -1.2455 -0.9846
C2 -2.4097 -0.0004 0.1700
C3 -2.1840 -1.0631 -0.9472
C4 1.5315 1.4638 0.7962
C5 0.1979 2.1550 0.4801
C6 -0.3157 -1.4699 0.7541
C7 -0.0986 0.3970 -0.9182
C8 -1.0288 -0.4692 -0.1187
C9 1.4249 0.0674 0.3459
N1 2.4116 -0.5351 -0.4150
O1 -0.0505 1.7437 -0.8770
O2 0.9631 -0.9866 1.2405
H1 3.7769 -1.9249 -1.1919
H2 -2.5695 1.0281 0.0446
H3 -2.9268 -0.4321 0.9048
H4 -2.4240 -2.1007 -0.7372
H5 -2.3857 -1.0616 -2.0527
H6 2.4421 1.9470 0.3666
H7 1.6815 1.6071 1.9107
H8 -0.6431 1.6826 1.0758
H9 0.4228 3.2388 0.2513
H10 -0.8587 -1.7466 1.6951
H11 -0.1277 -2.4348 0.1616
H12 0.1144 0.1399 -1.9549

Entry x
The following is a DFT calculation (ωB97M-V/def2-TZVPD) of 2 unconnected molecules or ions with the total composition C9H12NO2.

## Properties
Kohn-Sham gap = 8.6 eV
HOMO energy = -0.453 hartree
2S+1 = 1
E_LUMO = -3.7 eV
Net charge = +1

Cartesian coordinates (Å):
C1 3.8926 -0.6660 0.3651
C2 3.3415 0.1969 1.3218
C3 3.1047 -1.0520 -0.6981
C4 2.0244 0.4483 1.2710
C5 1.8312 -0.7122 -0.8782
C6 1.2527 0.0295 0.1755
C7 -0.2304 0.4536 0.4183
C8 -2.4700 0.2301 -1.6435
C9 -2.7320 -0.2202 -0.2771
N1 -3.5026 0.6400 0.5094
O1 -0.1841 1.4926 1.2771
O2 -2.8240 -1.3941 0.1774
H1 4.9675 -0.9737 0.5282
H2 3.8766 0.5711 2.1802
H3 3.5779 -1.6976 -1.4627
H4 1.4988 0.9573 2.0903
H5 1.2734 -0.9955 -1.7830
H6 -2.3095 1.2766 -1.6507
H7 -1.6924 -0.4396 -2.1475
H8 -3.3506 0.3469 -2.2704
H9 -4.0709 0.3466 1.2333
H10 -1.1670 1.7784 1.3567
H11 -3.7602 1.5311 0.1877
H12 -2.3475 -2.1482 -0.2806

Relative energies, in hartree, with the most stable structure set to zero: entry w 0.0861; entry x 0.0000.